Entry A
The following is a DFT calculation (ωB97M-V with the def2-TZVPD basis set) of C23H39N7O6P3S2Sr as an isolated structure.

Results
Frontier orbital gap ... 3.85 eV
Net charge ... -1
Highest occupied orbital energy ... -2.0 eV
LUMO energy ... 1.85 eV

Element x y z (Å)
Sr1 0.82301 0.74354 -0.74863
C1 3.79585 1.82463 0.16247
P1 3.50828 2.55173 -1.52095
C2 4.40946 4.15701 -1.39006
C3 1.77083 3.25660 -1.48863
C4 1.35603 4.21336 -0.32849
P2 -0.13167 3.79486 0.75416
C5 0.64144 2.97109 2.12137
C6 -0.36895 5.51836 1.42527
H1 4.84236 1.51772 0.22119
H2 3.20535 0.92521 0.35887
H3 3.59768 2.53739 0.96875
H4 5.48626 3.97576 -1.39618
H5 4.16096 4.73187 -0.49501
H6 4.15916 4.74901 -2.27081
H7 1.07202 2.43266 -1.64455
H8 1.63927 3.80116 -2.42403
H9 1.06014 5.15772 -0.79661
H10 2.19029 4.44836 0.34269
H11 1.48620 3.52715 2.55377
H12 1.18872 1.30365 1.38996
H13 -0.11035 2.75502 2.87866
H14 0.56201 5.91590 1.84387
H15 -1.11146 5.44745 2.22140
H16 -0.74448 6.21251 0.66689
O1 2.47442 -1.31435 0.72513
N1 1.87348 -1.89149 1.80096
C7 1.87719 -3.24254 1.85040
C8 1.27931 -3.88778 2.88399
C9 0.66328 -3.11515 3.89811
C10 0.70232 -1.75351 3.82401
C11 1.35474 -1.09901 2.76064
S1 1.40782 0.65560 2.62751
H17 2.41962 -3.75551 1.06874
H18 1.28592 -4.96666 2.90287
H19 0.16885 -3.60297 4.72698
H20 0.23558 -1.12085 4.56511
N2 -7.31478 -3.47634 0.52818
C12 -6.11813 -2.73881 0.60169
C13 -6.15151 -1.36047 0.80499
C14 -4.97849 -0.63784 0.93497
C15 -3.75202 -1.28221 0.87641
C16 -3.71365 -2.65814 0.71958
C17 -4.88601 -3.38695 0.58544
S2 -2.23248 -0.36281 1.05836
O2 -1.30805 -1.30949 1.67871
O3 -2.59393 0.80300 1.83320
N3 -1.66036 -0.05100 -0.37222
C18 -2.21079 1.04176 -1.05912
N4 -3.53935 1.10846 -1.21277
C19 -4.01100 2.13688 -1.90737
C20 -3.19144 3.09191 -2.47949
C21 -1.83195 2.92252 -2.27294
N5 -1.34146 1.90716 -1.59275
H21 -8.09185 -2.94049 0.17276
H22 -7.22071 -4.34251 0.02027
H23 -7.10852 -0.85253 0.85878
H24 -4.99763 0.43284 1.07908
H25 -2.75371 -3.15966 0.72625
H26 -4.84924 -4.46610 0.47938
H27 -5.09205 2.19181 -2.00790
H28 -3.58481 3.92625 -3.04300
H29 -1.10304 3.61900 -2.67739
N6 0.01076 -3.08866 -2.14530
C22 0.90008 -3.49350 -1.00275
P3 2.53396 -2.97759 -1.82505
O4 2.71440 -4.01894 -2.92282
O5 1.99010 -1.62887 -2.20270
C23 4.07013 -2.95578 -0.95937
N7 4.85316 -2.69594 -2.19482
H30 -0.98011 -3.21009 -1.95350
H31 0.29585 -3.58578 -2.99329
H32 0.24999 -2.06587 -2.30403
H33 0.79225 -4.54877 -0.73962
H34 0.58402 -2.85550 -0.17936
H35 4.36170 -3.96218 -0.64101
H36 3.45715 -1.28387 0.91212
H37 4.63596 -3.38334 -2.93539
H38 5.84292 -2.66417 -1.98373
H39 4.54142 -1.77778 -2.52816
O6 0.55226 0.66486 -2.77410

Löwdin charges in e: atom 1 (Sr): 1.045, atom 2 (C): -0.320, atom 3 (P): 0.876, atom 4 (C): -0.328, atom 5 (C): -0.488, atom 6 (C): -0.411, atom 7 (P): 0.807, atom 8 (C): -0.548, atom 9 (C): -0.335, atom 10 (H): 0.034, atom 11 (H): -0.044, atom 12 (H): 0.036, atom 13 (H): 0.021, atom 14 (H): 0.023, atom 15 (H): 0.031, atom 16 (H): -0.102, atom 17 (H): 0.077, atom 18 (H): 0.060, atom 19 (H): 0.046, atom 20 (H): -0.003, atom 21 (H): -0.162, atom 22 (H): -0.023, atom 23 (H): 0.023, atom 24 (H): 0.018, atom 25 (H): 0.015, atom 26 (O): -0.087, atom 27 (N): -0.122, atom 28 (C): -0.048, atom 29 (C): -0.039, atom 30 (C): -0.041, atom 31 (C): -0.076, atom 32 (C): -0.523, atom 33 (S): 0.839, atom 34 (H): 0.117, atom 35 (H): 0.107, atom 36 (H): 0.111, atom 37 (H): 0.118, atom 38 (N): 0.072, atom 39 (C): -0.337, atom 40 (C): -0.038, atom 41 (C): -0.067, atom 42 (C): -0.280, atom 43 (C): -0.074, atom 44 (C): -0.051, atom 45 (S): 0.542, atom 46 (O): -0.359, atom 47 (O): -0.316, atom 48 (N): -0.199, atom 49 (C): -0.484, atom 50 (N): 0.133, atom 51 (C): -0.151, atom 52 (C): -0.066, atom 53 (C): -0.146, atom 54 (N): -0.005, atom 55 (H): 0.076, atom 56 (H): 0.075, atom 57 (H): 0.105, atom 58 (H): 0.106, atom 59 (H): 0.100, atom 60 (H): 0.101, atom 61 (H): 0.095, atom 62 (H): 0.086, atom 63 (H): 0.113, atom 64 (N): 0.114, atom 65 (C): -0.195, atom 66 (P): 0.356, atom 67 (O): -0.406, atom 68 (O): -0.411, atom 69 (C): -0.320, atom 70 (N): 0.000, atom 71 (H): 0.151, atom 72 (H): 0.139, atom 73 (H): 0.115, atom 74 (H): 0.091, atom 75 (H): 0.067, atom 76 (H): 0.023, atom 77 (H): 0.132, atom 78 (H): 0.112, atom 79 (H): 0.135, atom 80 (H): 0.135, atom 81 (O): -0.970


Entry B
The following is a DFT calculation (ωB97M-V with the def2-TZVPD basis set) of C23H39N7O6P3S2Sr as an isolated structure.

Results
Frontier orbital gap ... 2.87 eV
Net charge ... -1
Highest occupied orbital energy ... -0.7 eV
LUMO energy ... 2.21 eV

Element x y z (Å)
Sr1 0.00000 0.00000 0.00000
C1 3.89405 -0.52014 2.59153
P1 2.11157 -0.57014 2.16454
C2 1.39929 0.12090 3.70657
C3 1.74538 -2.36019 2.42430
C4 2.26650 -3.19685 1.26168
P2 1.72894 -2.48672 -0.35466
C5 -0.01956 -3.03658 -0.40525
C6 2.47672 -3.71074 -1.49708
H1 4.09597 -1.01296 3.54728
H2 4.23693 0.51608 2.66540
H3 4.49086 -1.01511 1.82007
H4 1.76720 -0.40275 4.59386
H5 0.30831 0.03911 3.69122
H6 1.65639 1.17975 3.80427
H7 0.65930 -2.48074 2.51444
H8 2.18244 -2.71692 3.36359
H9 1.92486 -4.23246 1.36735
H10 3.36245 -3.22138 1.28057
H11 -0.11504 -4.10477 -0.18907
H12 -0.44619 -2.85164 -1.39556
H13 -0.61965 -2.48610 0.32490
H14 2.21447 -4.73650 -1.22143
H15 3.56732 -3.62384 -1.48630
H16 2.13492 -3.53484 -2.52128
O1 -0.66124 -1.82841 -1.62616
N1 -1.66698 -1.34406 -2.42175
C7 -2.81276 -2.08178 -2.49726
C8 -3.82149 -1.64303 -3.26489
C9 -3.67899 -0.40086 -3.99692
C10 -2.55031 0.32467 -3.92171
C11 -1.41893 -0.15782 -3.06675
S1 0.03772 0.64181 -2.88148
H17 -2.85870 -3.00216 -1.92629
H18 -4.74265 -2.20409 -3.34619
H19 -4.51028 -0.07278 -4.60803
H20 -2.41963 1.25373 -4.45761
N2 -6.56488 5.69038 0.56584
C12 -5.60645 4.75874 1.00224
C13 -4.31745 4.77008 0.45606
C14 -3.32620 3.92117 0.95405
C15 -3.62021 3.08413 2.03091
C16 -4.87512 3.11381 2.63570
C17 -5.85798 3.96889 2.13045
S2 -2.30866 2.00726 2.67824
O2 -1.25104 2.99407 2.91999
O3 -2.88144 1.46810 3.91389
N3 -1.93183 0.94754 1.55558
C18 -2.82557 -0.02627 1.06228
N4 -4.12208 0.15191 1.36275
C19 -5.01237 -0.74522 0.89960
C20 -4.69192 -1.83151 0.12150
C21 -3.36307 -1.97362 -0.18235
N5 -2.41611 -1.12412 0.24093
H21 -6.43680 5.94472 -0.40783
H22 -7.51228 5.38862 0.76689
H23 -4.07107 5.43674 -0.36399
H24 -2.32899 3.91757 0.52446
H25 -5.07921 2.47994 3.49324
H26 -6.82254 4.00426 2.62606
H27 -6.03856 -0.54764 1.19141
H28 -5.43961 -2.52647 -0.22697
H29 -3.00502 -2.79539 -0.79123
N6 4.05196 1.54410 0.30923
C22 2.88312 1.86399 1.19924
P3 1.66954 2.94360 0.36112
O4 2.36307 4.25443 0.09369
O5 1.09793 2.15246 -0.78666
C23 0.28713 3.29937 1.50277
N7 -0.74168 4.19455 0.86976
H30 4.77370 0.94581 0.71505
H31 4.45186 2.44498 -0.00180
H32 3.67044 1.12669 -0.55574
H33 3.28764 2.35549 2.08786
H34 2.42581 0.91066 1.47612
H35 0.64797 3.81498 2.39647
H36 -0.22686 2.37730 1.78631
H37 -0.24797 5.04367 0.54771
H38 -1.54344 4.43868 1.45375
H39 -1.04798 3.73554 -0.00401
O6 0.52704 1.48201 1.47518

Löwdin charges in e: atom 1 (Sr): 1.246, atom 2 (C): -0.279, atom 3 (P): 0.779, atom 4 (C): -0.236, atom 5 (C): -0.432, atom 6 (C): -0.457, atom 7 (P): 0.823, atom 8 (C): -0.381, atom 9 (C): -0.306, atom 10 (H): 0.040, atom 11 (H): 0.022, atom 12 (H): 0.032, atom 13 (H): 0.036, atom 14 (H): 0.046, atom 15 (H): 0.051, atom 16 (H): 0.079, atom 17 (H): 0.071, atom 18 (H): 0.074, atom 19 (H): 0.061, atom 20 (H): 0.046, atom 21 (H): -0.133, atom 22 (H): 0.011, atom 23 (H): 0.032, atom 24 (H): 0.023, atom 25 (H): 0.034, atom 26 (O): -0.393, atom 27 (N): -0.135, atom 28 (C): -0.110, atom 29 (C): -0.070, atom 30 (C): -0.091, atom 31 (C): -0.079, atom 32 (C): -0.691, atom 33 (S): 0.664, atom 34 (H): 0.110, atom 35 (H): 0.099, atom 36 (H): 0.095, atom 37 (H): 0.092, atom 38 (N): 0.069, atom 39 (C): -0.333, atom 40 (C): -0.022, atom 41 (C): -0.083, atom 42 (C): -0.250, atom 43 (C): -0.055, atom 44 (C): -0.036, atom 45 (S): 0.657, atom 46 (O): -0.358, atom 47 (O): -0.338, atom 48 (N): -0.168, atom 49 (C): -0.365, atom 50 (N): 0.120, atom 51 (C): -0.117, atom 52 (C): -0.065, atom 53 (C): -0.172, atom 54 (N): 0.057, atom 55 (H): 0.081, atom 56 (H): 0.080, atom 57 (H): 0.105, atom 58 (H): 0.051, atom 59 (H): 0.109, atom 60 (H): 0.102, atom 61 (H): 0.104, atom 62 (H): 0.099, atom 63 (H): 0.068, atom 64 (N): 0.145, atom 65 (C): -0.297, atom 66 (P): 0.351, atom 67 (O): -0.410, atom 68 (O): -0.548, atom 69 (C): -0.366, atom 70 (N): 0.076, atom 71 (H): 0.120, atom 72 (H): 0.151, atom 73 (H): 0.161, atom 74 (H): 0.110, atom 75 (H): -0.114, atom 76 (H): 0.106, atom 77 (H): -0.093, atom 78 (H): 0.139, atom 79 (H): 0.093, atom 80 (H): 0.144, atom 81 (O): -0.879


Which structure is the most stable? The one labeled entry A.


Entry A
The following is a DFT calculation (ωB97M-V with the def2-TZVPD basis set) of a 2-piece molecular cluster, C3H10N3O overall.

Results
Frontier orbital gap ... 10.12 eV
Net charge ... +1
Highest occupied orbital energy ... -14.0 eV
LUMO energy ... -3.86 eV

Element x y z (Å)
C1 1.91526 -0.16632 0.07524
C2 1.86330 -0.75647 -1.32466
C3 -1.99484 0.40704 0.05416
N1 2.35121 1.00099 0.38549
N2 -3.22934 0.88510 0.02647
N3 -1.43611 -0.04711 1.17164
O1 1.46039 -1.13042 0.97848
H1 2.69576 -0.41452 -1.95599
H2 0.88042 -0.49672 -1.94734
H3 1.66500 -1.83127 -1.31268
H4 2.56812 1.46269 -0.39785
H5 -1.32766 0.17331 -0.89291
H6 -3.61298 1.33916 -0.77457
H7 -3.50389 1.26665 0.97183
H8 2.02758 -1.40796 1.68876
H9 -1.93533 0.04676 2.03682
H10 -0.38689 -0.33092 1.21710

natural (NBO) charges in e: atom 1 (C): 0.536, atom 2 (C): -0.723, atom 3 (C): 0.397, atom 4 (N): -0.620, atom 5 (N): -0.719, atom 6 (N): -0.717, atom 7 (O): -0.765, atom 8 (H): 0.258, atom 9 (H): 0.214, atom 10 (H): 0.254, atom 11 (H): 0.346, atom 12 (H): 0.250, atom 13 (H): 0.444, atom 14 (H): 0.423, atom 15 (H): 0.525, atom 16 (H): 0.414, atom 17 (H): 0.483


Entry B
The following is a DFT calculation (ωB97M-V with the def2-TZVPD basis set) of an isolated ion of composition C3H10N3O and charge +1.

Results
Frontier orbital gap ... 10.80 eV
Net charge ... +1
SMILES ... C[C@](N)(O)C(N)=[NH2+]
Highest occupied orbital energy ... -14.0 eV
LUMO energy ... -3.24 eV

Element x y z (Å)
C1 1.13381 -0.07918 1.10848
C2 0.46944 0.09741 -0.34309
N1 0.87544 -0.89878 -1.32074
O1 0.67335 1.39478 -0.73952
C3 -1.09883 0.06231 -0.13111
N2 -1.75101 -0.89595 0.50334
N3 -1.80519 1.06651 -0.54337
H1 1.31482 -1.21152 1.38653
H2 0.52721 0.23553 1.95822
H3 2.06451 0.41156 1.00148
H4 0.75673 -0.69216 -2.29191
H5 1.91724 -1.23991 -1.23511
H6 1.63470 1.61704 -0.71840
H7 -1.50258 -1.70284 1.02578
H8 -2.76261 -0.66189 0.48190
H9 -2.78344 1.06393 -0.56075
H10 -1.29596 1.68280 -1.01630

natural (NBO) charges in e: atom 1 (C): -0.637, atom 2 (C): 0.358, atom 3 (N): -0.864, atom 4 (O): -0.736, atom 5 (C): 0.569, atom 6 (N): -0.717, atom 7 (N): -0.680, atom 8 (H): 0.237, atom 9 (H): 0.243, atom 10 (H): 0.227, atom 11 (H): 0.396, atom 12 (H): 0.402, atom 13 (H): 0.509, atom 14 (H): 0.451, atom 15 (H): 0.400, atom 16 (H): 0.412, atom 17 (H): 0.431


Which structure is the most stable? The one labeled entry B.


Entry A
The following is a DFT calculation (ωB97M-V with the def2-TZVPD basis set) of a 2-piece molecular cluster, H5N2OP overall.

Results
Frontier orbital gap (alpha / beta) ... 10.54 / 7.28 eV
Highest occupied orbital energy (alpha / beta) ... -10.9 / -7.8 eV
LUMO energy (alpha / beta) ... -0.35 / -0.54 eV

Element x y z (Å)
N1 -2.17235 1.29687 -0.39045
N2 1.06962 -1.28711 0.27272
O1 1.94786 0.80625 -0.94280
P1 0.91418 0.31097 -0.10763
H1 -2.66042 0.70370 -1.07281
H2 -2.04234 0.68764 0.51969
H3 1.68715 -1.83735 -0.34140
H4 0.58921 -1.84571 0.97676
H5 0.66709 1.16475 1.08592

natural (NBO) charges in e: atom 1 (N): -0.681, atom 2 (N): -1.219, atom 3 (O): -1.048, atom 4 (P): 1.597, atom 5 (H): 0.302, atom 6 (H): 0.292, atom 7 (H): 0.425, atom 8 (H): 0.420, atom 9 (H): -0.088


Entry B
The following is a DFT calculation (ωB97M-V with the def2-TZVPD basis set) of a 2-piece molecular cluster, H5N2OP overall.

Results
Frontier orbital gap (alpha / beta) ... 9.69 / 7.76 eV
Highest occupied orbital energy (alpha / beta) ... -10.4 / -8.1 eV
LUMO energy (alpha / beta) ... -0.71 / -0.30 eV

Element x y z (Å)
N1 0.40706 -1.29980 0.64672
N2 0.48231 1.38280 0.75528
O1 2.49585 -0.11810 -0.19132
P1 1.00375 0.01671 -0.10642
H1 -0.60501 -1.16991 0.85161
H2 0.55725 -2.11259 0.03265
H3 -0.35940 1.70133 1.17591
H4 1.38520 1.90837 0.98899
H5 -0.59968 -0.83964 -2.86931

natural (NBO) charges in e: atom 1 (N): -1.164, atom 2 (N): -1.230, atom 3 (O): -1.039, atom 4 (P): 1.828, atom 5 (H): 0.391, atom 6 (H): 0.408, atom 7 (H): 0.417, atom 8 (H): 0.426, atom 9 (H): -0.037


Which structure is the most stable? The one labeled entry B.